[1]
C56H55BiBrF18GeN6O2S3Si | wB97M-V/def2-TZVPD

HOMO-LUMO gap = 7.98 eV
HOMO level = -10.15 eV
relative energy (zero: lowest compared OMol25 entry of this formula, charge and spin) = 0.000 eV
E_tot = -10793.14422 a.u.
LUMO energy = -2.16 eV

```
! RIJCOSX wB97M-V def2-TZVPD def2/J DEFGRID3
* xyz 1 1
Bi 0.57698 0.15052 -0.97376
C -3.26975 0.30825 -4.78631
N -1.82621 0.28125 -4.98065
C -1.14776 0.81555 -6.06621
C 0.14783 0.54366 -5.90086
N 0.26990 -0.16430 -4.70037
C -0.96600 -0.32555 -4.13393
S -1.39506 -1.10586 -2.70127
C 1.50456 -0.74804 -4.30435
C 2.28109 -1.30488 -5.31077
C 3.50088 -1.86517 -4.99262
C 3.90935 -1.85021 -3.67287
C 3.07992 -1.27361 -2.73768
N 1.89285 -0.71729 -3.02528
H -3.68991 1.10430 -5.39492
H -3.48461 0.48666 -3.73630
H -3.71028 -0.64655 -5.06959
H -1.64551 1.38106 -6.83643
H 1.00166 0.82980 -6.49134
H 1.91526 -1.30571 -6.32858
H 4.11854 -2.30446 -5.76643
H 4.86259 -2.26341 -3.36882
H 3.38306 -1.20742 -1.70128
F -2.65960 5.34672 -3.67462
C -1.74310 4.37973 -3.50877
F -0.53728 4.92549 -3.70824
F -1.94502 3.47051 -4.49333
C -1.87571 3.74152 -2.15669
C -2.91761 4.11039 -1.32749
C -3.08927 3.47743 -0.10554
C -2.22796 2.45290 0.21459
N -1.21321 2.08642 -0.57944
C -0.99724 2.72791 -1.73763
S 0.43046 2.21912 -2.61076
H -3.60050 4.89055 -1.63682
H -3.88464 3.76565 0.56911
H -2.34662 1.89328 1.13787
C -2.40574 -3.91057 3.49444
C -3.51822 -3.83833 2.44113
C -4.66934 -4.75851 2.90055
C -2.92964 -4.39278 1.13188
Si -4.17354 -2.05243 2.23606
Br -2.59660 -1.04498 0.89873
C -5.76810 -1.89752 1.19218
C -5.94545 -0.50029 0.57584
C -7.00023 -2.20410 2.06586
C -5.73352 -2.89260 0.01917
C -4.14396 -0.99788 3.82965
C -4.94539 -1.71739 4.93468
C -4.79606 0.36991 3.56914
C -2.72303 -0.72621 4.34697
H -2.03154 -4.94129 3.53865
H -2.75676 -3.64939 4.49375
H -1.56608 -3.25653 3.24180
H -4.27950 -5.76785 3.07627
H -5.46031 -4.84067 2.15313
H -5.12509 -4.41586 3.83635
H -2.66048 -5.44416 1.28838
H -2.02628 -3.85380 0.83625
H -3.62755 -4.35017 0.29664
H -6.08640 0.27995 1.32234
H -6.84120 -0.51596 -0.05638
H -5.10142 -0.22155 -0.05776
H -7.13218 -1.46475 2.86003
H -6.94870 -3.19408 2.53024
H -7.90220 -2.17847 1.44424
H -4.88611 -2.70178 -0.64637
H -6.65014 -2.77459 -0.56978
H -5.69127 -3.93151 0.34762
H -5.98813 -1.88065 4.64913
H -4.94490 -1.10768 5.84606
H -4.51318 -2.68802 5.19348
H -5.86376 0.28557 3.35901
H -4.31818 0.89645 2.73615
H -4.68628 0.99363 4.46400
H -2.18809 -1.62857 4.63801
H -2.79525 -0.08671 5.23466
H -2.11515 -0.19698 3.60882
F 0.97828 3.48360 0.87399
C 1.57252 4.60187 0.42316
C 2.72639 4.51826 -0.32264
C 3.32849 5.71961 -0.66796
F 4.45613 5.71827 -1.39164
C 2.78755 6.94238 -0.33192
F 3.37982 8.07615 -0.68975
C 1.60201 6.98050 0.37792
F 1.05444 8.14466 0.69194
C 0.99266 5.80549 0.76552
F -0.14247 5.83869 1.46435
Ge 3.57074 2.86497 -0.97186
S 2.97384 0.92289 -0.16780
C 3.64653 2.91741 -2.94139
C 4.27371 1.85975 -3.58370
F 4.86982 0.89848 -2.86330
C 4.32167 1.74051 -4.95679
F 4.90681 0.69170 -5.53635
C 3.74435 2.72266 -5.73413
F 3.77528 2.62387 -7.05462
C 3.12239 3.79935 -5.13523
F 2.56579 4.74161 -5.89033
C 3.07065 3.87919 -3.75825
F 2.40850 4.91942 -3.24883
C 5.39055 3.04069 -0.20248
C 6.59410 2.99614 -0.88462
F 6.62663 2.99295 -2.22424
C 7.81115 2.97182 -0.23123
F 8.95044 2.91824 -0.91511
C 7.84320 2.99958 1.14727
F 9.00530 2.96498 1.78367
C 6.66631 3.06713 1.86533
F 6.70121 3.10136 3.19555
C 5.46918 3.08935 1.18309
F 4.34429 3.15644 1.91738
N 0.33308 0.71275 1.87459
C 0.84557 0.01532 2.99177
C 0.44594 -1.29598 3.25139
C 0.89915 -1.94397 4.39281
C 1.79316 -1.32028 5.25690
C 2.21685 -0.02793 4.97372
C 1.73848 0.64163 3.85686
H 0.51253 1.70817 1.91064
H -0.65428 0.51398 1.73662
H -0.25716 -1.77554 2.57469
H 0.52860 -2.93729 4.62490
H 2.14359 -1.82979 6.14720
H 2.90261 0.47339 5.64557
H 2.05062 1.66308 3.65698
O 1.17471 -3.55133 -1.81926
C 1.66223 -3.22523 -0.75655
O 1.45188 -2.14949 -0.05742
C 2.70708 -4.19656 -0.13533
N 3.33872 -3.50799 1.05504
C 3.23208 -4.41234 2.23963
C 1.94177 -5.16715 1.95691
C 2.03539 -5.44912 0.45115
H 3.44357 -4.43285 -0.89684
H 2.70006 -2.67549 1.12000
H 4.28151 -3.17192 0.88964
H 3.23212 -3.82503 3.14873
H 4.08314 -5.09212 2.23778
H 1.07519 -4.53852 2.18024
H 1.87314 -6.07608 2.54932
H 1.06743 -5.60878 -0.01900
H 2.64588 -6.33459 0.27370
*
```

=====

[2]
C4H13NO3 | wB97M-V/def2-TZVPD

HOMO-LUMO gap = 4.95 eV
HOMO level = -7.75 eV
relative energy (zero: lowest compared OMol25 entry of this formula, charge and spin) = 7.258 eV
E_tot = -440.44848 a.u.
LUMO energy = -2.80 eV

```
! RIJCOSX wB97M-V def2-TZVPD def2/J DEFGRID3
* xyz 0 1
C 0.78447 -1.08667 1.29880
N 0.08319 -0.43730 0.15933
C 3.04392 0.29899 1.31196
C -0.64133 -1.40712 -0.56506
C -2.05816 -1.40499 -0.62739
O -2.73860 -2.25198 -1.18281
H 1.05367 -2.13798 1.07249
H 1.92271 -0.54586 1.35835
H 0.30719 -0.98849 2.25743
H 0.84924 -0.09511 -0.41410
H 3.43341 -0.02177 0.33428
H 3.11156 1.37669 1.39238
H 3.57876 -0.15576 2.14977
H -0.04928 -2.25596 -0.91283
H -2.51319 -0.59024 -0.02167
H -1.31447 1.09460 0.42763
H -1.77363 2.58832 0.49877
O -1.70174 1.82953 -0.09618
H -1.64458 2.01860 -2.05098
H -2.01650 1.72019 -3.47177
O -1.71664 2.45231 -2.91840
*
```

=====

[3]
C2H6O2 | wB97M-V/def2-TZVPD

HOMO-LUMO gap = 11.60 eV
HOMO level = -10.73 eV
SMILES = [H][H].O=CCO
relative energy (zero: lowest compared OMol25 entry of this formula, charge and spin) = 1.699 eV
E_tot = -230.21817 a.u.
LUMO energy = 0.87 eV

```
! RIJCOSX wB97M-V def2-TZVPD def2/J DEFGRID3
* xyz 0 1
H 0.80371 0.29084 1.69661
H 0.21004 0.56358 2.05694
O -1.20813 -1.30809 0.02816
C -1.06101 -0.20912 -0.46531
C 0.33540 0.33255 -0.67377
O 1.24698 -0.54947 -0.09294
H -1.93081 0.39260 -0.77573
H 0.40460 1.34916 -0.25040
H 0.51897 0.41752 -1.75399
H 0.68027 -1.27956 0.23043
*
```

=====

[4]
C34H34Cl3F3GdN5O4S2Si | wB97M-V/def2-TZVPD

HOMO-LUMO gap (alpha / beta) = 7.08 / 4.71 eV
HOMO level (alpha / beta) = -2.96 / -2.96 eV
relative energy (zero: lowest compared OMol25 entry of this formula, charge and spin) = 0.000 eV
E_tot = -5422.82608 a.u.
LUMO energy (alpha / beta) = 4.12 / 1.75 eV

```
! RIJCOSX wB97M-V def2-TZVPD def2/J DEFGRID3
* xyz -2 8
Gd -0.18842 0.73728 0.65024
O -1.93883 1.38405 2.12313
C -1.86346 1.68145 3.38577
C -2.94978 1.39013 4.27225
C -2.96335 1.79784 5.58778
C -1.91310 2.65724 6.04220
C -0.90480 3.02513 5.18868
C -0.82778 2.53924 3.90956
C 0.17272 3.17483 3.02460
N 0.50842 2.82130 1.83160
C 1.22115 3.78157 0.96113
C 0.35438 4.00974 -0.29646
N -0.26701 2.82457 -0.83798
C -0.53605 2.80786 -2.07487
C -1.18867 1.74238 -2.82533
C -1.30242 1.91735 -4.21700
C -1.92527 1.02867 -5.03199
C -2.52205 -0.10829 -4.48094
C -2.42259 -0.31546 -3.06986
C -1.61160 0.46206 -2.29530
O -1.37932 0.13377 -1.05251
H -3.80434 0.74589 3.88411
H -3.85960 1.58853 6.21355
H -1.90454 2.91987 7.09219
H -0.15169 3.71195 5.64620
H 0.62065 4.11201 3.42190
H 2.17365 3.42412 0.66653
H 1.26084 4.69513 1.58612
H 1.00778 4.42601 -1.06440
H -0.41776 4.76534 -0.16310
H -0.16748 3.68637 -2.72568
H -0.82543 2.83874 -4.64273
H -1.92143 1.16753 -6.12278
H -2.99190 -0.81720 -5.14338
H -2.83011 -1.23680 -2.56457
F 5.92535 1.23239 0.25825
C 5.23348 1.98393 1.11141
F 4.71696 3.03707 0.50385
F 6.10897 2.52818 2.06755
C 4.14214 1.18690 1.70621
C 4.43555 0.54640 2.89621
C 3.56996 -0.36138 3.53642
C 2.30861 -0.47576 2.93905
N 2.06311 0.16384 1.76494
C 2.93040 0.86579 1.08856
S 2.50794 0.99494 -0.59992
H 5.44821 0.65691 3.26646
H 3.91156 -1.04064 4.31106
H 1.51421 -1.21395 3.30576
C -0.40722 -4.05539 -0.75373
N 0.24788 -3.49518 -1.97333
C -0.31117 -3.99899 -3.17809
C 1.43572 -2.85157 -1.86834
S 2.31418 -2.86571 -0.50086
N 1.82509 -2.19221 -3.02729
C 3.14145 -1.52743 -3.08540
C 0.84342 -1.31206 -3.69017
H -1.50369 -4.09985 -0.87933
H -0.08227 -3.46439 0.09398
H -0.01828 -5.07010 -0.66556
H -0.74256 -5.00925 -2.89158
H 0.47886 -4.19277 -3.94010
H -1.16514 -3.48129 -3.67839
H 3.93268 -2.22751 -2.76536
H 3.19482 -0.62268 -2.54212
H 3.36040 -1.25859 -4.14828
H -0.15774 -1.45476 -3.30204
H 0.88694 -1.48192 -4.79421
H 1.09706 -0.28930 -3.50279
O -0.22696 -2.63161 3.35968
C -0.95236 -2.19018 2.48255
O -0.58417 -1.31760 1.62801
C -2.36116 -2.68717 2.28110
C -3.05064 -3.26449 3.31565
C -4.32298 -3.80406 3.07574
C -4.89948 -3.64345 1.77985
C -4.22208 -2.98284 0.75811
C -2.96360 -2.52760 1.01027
H -2.58570 -3.37965 4.27865
H -4.90793 -4.26045 3.86006
H -5.92139 -3.84860 1.57858
H -4.61801 -2.90407 -0.23568
H -2.41767 -1.92327 0.26891
Cl 4.10712 2.40291 -5.64371
Si 2.03196 2.13563 -5.19922
Cl 1.36956 1.78795 -7.42009
Cl 1.59784 4.36471 -5.11995
*
```

=====

[5]
C7H19N4O | wB97M-V/def2-TZVPD

HOMO-LUMO gap = 10.04 eV
HOMO level = -12.77 eV
relative energy (zero: lowest compared OMol25 entry of this formula, charge and spin) = 1.596 eV
E_tot = -572.11158 a.u.
LUMO energy = -2.72 eV

```
! RIJCOSX wB97M-V def2-TZVPD def2/J DEFGRID3
* xyz 1 1
C 0.73913 1.97129 -1.25936
C 0.47610 2.85303 -2.52405
C -1.31563 0.53701 -1.62352
C -2.09433 1.42005 1.07743
C -0.62581 1.16173 0.61065
O 0.19707 1.23253 1.51343
N -0.29550 1.02158 -0.74989
H 1.54884 1.28016 -1.50238
H 0.98449 2.65776 -0.46043
H 0.87536 2.24781 -3.28198
H 0.94571 3.82363 -2.17161
H -1.88384 -0.32668 -1.28345
H -2.76898 0.57853 0.85208
H -0.56390 2.89763 -2.85654
H -2.14451 1.28511 -1.87646
H -0.92335 0.39452 -2.56588
H -2.11663 1.41236 2.15808
H -2.46200 2.43841 0.72456
C 0.29199 -2.99727 -0.95740
C 0.73259 -1.82849 1.12784
N 0.01401 -1.79173 -0.04213
N 0.34141 -2.57558 2.14256
N 1.68651 -0.89891 1.22073
H 0.06006 -0.85625 -0.56749
H -0.39560 -3.25706 1.96988
H 0.80798 -2.52012 3.03213
H 1.59339 -0.10764 0.54872
H 2.13811 -0.51895 2.05544
H 0.61642 -3.83920 -0.36594
H 1.01009 -2.62144 -1.64312
H -0.62345 -3.47289 -1.37613
*
```

=====

[6]
C18H17Cl2N4O6V | wB97M-V/def2-TZVPD

HOMO-LUMO gap (alpha / beta) = 7.79 / 7.79 eV
HOMO level (alpha / beta) = -7.81 / -8.15 eV
relative energy (zero: lowest compared OMol25 entry of this formula, charge and spin) = 1.304 eV
E_tot = -3231.09177 a.u.
LUMO energy (alpha / beta) = -0.02 / -0.36 eV

```
! RIJCOSX wB97M-V def2-TZVPD def2/J DEFGRID3
* xyz 0 3
V -0.82890 0.42375 -0.53553
C -2.73118 2.57273 2.41986
C -1.54382 1.87871 1.82525
O -1.64262 1.47421 0.60833
C -0.34996 1.73222 2.49891
C 0.81737 1.25927 1.85008
C 2.11563 1.22774 2.60011
N 0.79169 0.85914 0.59373
N 1.99393 0.47845 0.03118
C 1.75746 -0.07474 -1.12588
O 0.51212 -0.25287 -1.47410
C 2.85653 -0.39058 -2.04517
C 4.17298 -0.46061 -1.59334
C 5.20126 -0.66381 -2.49628
C 4.92841 -0.79145 -3.85247
C 3.61573 -0.74982 -4.29869
C 2.57926 -0.55678 -3.40031
H -2.70420 3.62562 2.13181
H -2.72372 2.50539 3.50502
H -3.64775 2.13507 2.02464
H -0.28148 2.06330 3.52401
H 1.94961 1.46255 3.64880
H 2.81184 1.94970 2.17187
H 2.58568 0.24867 2.50808
H 4.36900 -0.35435 -0.53523
H 6.22205 -0.72510 -2.14123
H 5.73794 -0.92292 -4.55852
H 3.39855 -0.86984 -5.35249
H 1.55177 -0.52841 -3.73914
O -4.78635 -2.34996 2.36660
C -3.60549 -2.75051 2.78479
O -3.45367 -3.49965 3.71868
C -2.42205 -2.22482 2.04456
C -1.10976 -2.49771 2.37114
N -0.33311 -1.82109 1.51007
N -1.06850 -1.12984 0.63973
C -2.33925 -1.36291 0.93323
C -3.35161 -0.70066 0.02755
O -4.54662 -0.77274 0.32748
O -2.84388 -0.12932 -0.98529
H -4.74426 -1.73321 1.57578
H -0.71575 -3.12196 3.15488
H 0.67214 -1.78744 1.46565
Cl -0.87691 2.29388 -2.17280
C -1.88762 1.53840 -3.44087
Cl -1.49078 -0.16803 -3.60868
H -1.68982 2.04326 -4.37774
H -2.92187 1.61906 -3.12800
*
```

=====

[7]
C7H12BeN4O3S | wB97M-V/def2-TZVPD

HOMO-LUMO gap = 5.65 eV
HOMO level = -15.40 eV
relative energy (zero: lowest compared OMol25 entry of this formula, charge and spin) = 0.000 eV
E_tot = -1130.92617 a.u.
LUMO energy = -9.75 eV

```
! RIJCOSX wB97M-V def2-TZVPD def2/J DEFGRID3
* xyz 2 1
Be 1.13741 0.75199 1.06147
O 1.42459 -1.55269 -1.14771
C 1.58889 -1.33741 -2.34404
O -1.88852 -1.71333 -2.06852
C -1.09939 -1.32787 -2.94757
O -1.62588 -1.20402 -4.16559
N 0.40226 -1.10595 -3.14916
C -0.63860 -1.32201 -5.19063
C 0.69423 -1.17864 -4.54410
H -0.78851 -0.57693 -5.95562
H -0.67153 -2.28437 -5.69664
H 1.27356 -0.31253 -4.87549
H 1.28688 -2.08749 -4.69008
C 2.97969 -1.35326 -2.88713
C 4.06567 -1.38883 -2.06056
H 3.10444 -1.43936 -3.93204
H 3.91929 -1.23384 -1.00926
H 5.11110 -1.52963 -2.35095
N -0.00630 -0.67900 1.44386
N -0.94888 -0.02519 2.41965
C -0.76584 1.36747 2.37062
N -1.24244 2.18345 3.31430
S -0.01467 2.26303 1.07652
H 0.55935 -1.24954 2.05360
H -0.46668 -1.42723 0.86283
H -0.64752 -0.34541 3.35138
H -1.01683 3.15616 3.06485
H -1.72693 2.02327 4.19620
*
```

=====

[8]
C4H9NO | wB97M-V/def2-TZVPD

HOMO-LUMO gap (alpha / beta) = 8.79 / 8.79 eV
HOMO level (alpha / beta) = -8.09 / -8.09 eV
SMILES = CC1(C)C[N@@H+]1[O-]
relative energy (zero: lowest compared OMol25 entry of this formula, charge and spin) = 5.753 eV
E_tot = -287.62103 a.u.
LUMO energy (alpha / beta) = 0.70 / 0.70 eV

```
! RIJCOSX wB97M-V def2-TZVPD def2/J DEFGRID3
* xyz 0 1
C 0.01532 1.60135 -0.40298
C 0.04904 0.09960 -0.09468
C 1.03218 -0.36979 1.02560
C 0.01447 -1.01026 -1.17260
N -1.17491 -0.54435 0.09244
O -2.39483 0.06845 0.20371
H -0.04502 2.22604 0.53766
H -0.89771 1.64877 -1.06821
H 0.95376 1.99375 -0.92515
H 0.67055 -0.13658 1.94207
H 2.03661 0.04007 1.08924
H 1.18257 -1.47252 0.98109
H 0.18145 -2.09486 -0.94392
H -0.46993 -0.84669 -2.14678
H -1.15355 -1.20298 0.88251
*
```

=====

[9]
C2H5BO | wB97M-V/def2-TZVPD

HOMO-LUMO gap = 10.82 eV
HOMO level = -10.06 eV
relative energy (zero: lowest compared OMol25 entry of this formula, charge and spin) = 3.432 eV
E_tot = -179.20826 a.u.
LUMO energy = 0.76 eV

```
! RIJCOSX wB97M-V def2-TZVPD def2/J DEFGRID3
* xyz 0 1
B -0.92990 -1.34584 0.35148
C -0.12196 -0.04685 -0.02068
C 1.08940 1.06159 -0.17694
O -1.30181 0.30191 0.01701
H -1.26140 -1.90301 -0.56032
H -1.15940 -1.76818 1.34176
H 0.93349 1.21868 -1.32258
H 0.70401 1.99340 0.25383
H 2.04757 0.48830 0.11644
*
```

=====

Max |F| per entry: 0.88 3.20 0.69 3.55 3.77 3.98 4.58 3.88 4.51 eV/Å